(1)
C3H15NO3 | the ωB97M-V functional and the def2-TZVPD basis

Last column: Mulliken charge in e.
Cartesian coordinates (Å):
O1 0.061 -0.745 -2.321  -0.72
O2 -0.089 2.366 1.071  -0.69
O3 1.021 1.503 -1.375  -0.54
N1 -0.999 -1.473 -0.082  -0.44
C1 -0.611 -0.458 2.172  -1.46
C2 -0.133 -0.597 0.760  1.11
C3 1.252 -1.247 0.576  -1.09
H1 -0.185 0.517 2.719  0.25
H2 1.679 -1.184 -0.400  0.41
H3 -0.367 -1.346 2.704  0.38
H4 1.978 -0.776 1.295  0.33
H5 -2.000 0.696 -2.162  0.12
H6 1.116 -2.336 0.957  0.31
H7 -0.175 3.333 0.916  0.25
H8 -1.667 -0.350 2.157  0.41
H9 -0.714 -1.005 -2.863  0.25
H10 -1.933 -1.000 -0.138  0.38
H11 0.535 0.879 -1.976  0.43
H12 -0.309 0.363 0.381  -0.26
H13 -0.600 -1.327 -1.058  0.37
H14 0.597 1.762 -0.544  0.36
H15 -1.948 0.908 -1.469  -0.15

Calculated values
LUMO (eV): -5.4
Energy above the lowest of the compared OMol25 structures with the same formula, charge and spin (kcal/mol): 237.6
HOMO level (eV): -9.353
HOMO-LUMO gap (eV): 3.92

(2)
C3H15NO3 | the ωB97M-V functional and the def2-TZVPD basis

Last column: Mulliken charge in e.
Cartesian coordinates (Å):
O1 -0.775 1.106 0.322  -0.68
O2 -2.650 0.421 -1.997  -0.63
O3 -0.941 5.951 0.965  -0.65
N1 0.670 -1.354 0.308  0.06
C1 1.362 -1.093 -0.891  -1.17
C2 1.624 -2.042 1.368  -0.93
C3 -0.585 -2.110 0.029  -1.00
H1 -2.017 0.573 -1.347  0.32
H2 1.042 -2.644 1.966  0.41
H3 -1.298 -1.917 0.919  0.28
H4 -0.498 -3.272 -0.065  0.32
H5 2.243 -0.324 -0.867  0.35
H6 0.056 1.541 0.177  0.30
H7 -0.310 0.337 0.756  0.38
H8 2.071 -1.342 2.145  0.24
H9 0.736 -0.653 -1.707  0.28
H10 2.427 -2.571 0.729  0.26
H11 1.584 -1.852 -1.626  0.49
H12 -2.192 0.388 -2.872  0.30
H13 -1.124 -1.804 -0.846  0.41
H14 0.054 6.019 1.161  0.33
H15 -1.478 6.642 1.374  0.32

Calculated values
LUMO (eV): 0.7
Energy above the lowest of the compared OMol25 structures with the same formula, charge and spin (kcal/mol): 66.1
HOMO level (eV): -9.040
HOMO-LUMO gap (eV): 9.75
SMILES: CN(C)C.O.O.O

(3)
C3H15NO4 | the ωB97M-V functional and the def2-TZVPD basis

Last column: Mulliken charge in e.
Cartesian coordinates (Å):
O1 -1.771 3.375 -1.316  -0.63
O2 2.259 0.386 1.776  -0.52
O3 1.136 -1.523 4.258  -0.61
O4 -0.871 3.367 -5.993  -0.63
N1 -0.517 -1.193 0.233  -0.20
C1 1.406 0.285 0.599  -0.30
C2 0.929 -1.153 0.274  -0.39
C3 -1.220 -2.423 0.504  -0.94
H1 -1.278 3.037 -5.171  0.31
H2 1.195 -2.445 3.984  0.31
H3 -2.408 4.096 -1.258  0.32
H4 -2.281 -2.167 0.540  0.35
H5 -0.805 2.500 -6.419  0.32
H6 0.483 0.822 0.798  0.22
H7 1.345 -1.355 -0.725  0.17
H8 2.150 0.674 -0.095  0.30
H9 -1.037 -2.714 1.552  0.23
H10 -0.938 -3.241 -0.160  0.28
H11 1.241 -1.890 1.008  0.33
H12 1.200 -1.562 5.217  0.29
H13 1.950 -0.220 2.462  0.27
H14 -1.005 -0.377 -0.084  0.19
H15 -1.162 3.721 -1.982  0.31

Calculated values
LUMO (eV): 0.5
Energy above the lowest of the compared OMol25 structures with the same formula, charge and spin (kcal/mol): 49.1
HOMO level (eV): -8.039
HOMO-LUMO gap (eV): 8.52
SMILES: CNCCO.O.O.O

(4)
C3H15NO4 | the ωB97M-V functional and the def2-TZVPD basis

Last column: Mulliken charge in e.
Cartesian coordinates (Å):
O1 -2.199 0.885 -1.225  -0.59
O2 -0.315 -1.276 2.169  -0.65
O3 -2.766 0.780 1.412  -0.65
O4 -0.589 -1.950 -2.505  -0.63
N1 1.306 0.839 0.215  -0.06
C1 2.571 -1.153 0.407  -0.88
C2 1.151 1.958 -0.690  -1.03
C3 2.513 0.161 0.126  0.24
H1 -1.740 1.558 -0.719  0.29
H2 -2.160 0.068 1.175  0.34
H3 1.610 -1.650 0.455  0.07
H4 3.400 0.694 -0.188  0.31
H5 0.499 0.324 0.523  0.19
H6 3.459 -1.752 0.502  0.28
H7 0.196 -2.035 2.426  0.28
H8 -3.309 0.308 2.035  0.30
H9 0.905 2.906 -0.189  0.31
H10 -1.510 -1.661 -2.430  0.30
H11 0.352 1.858 -1.429  0.27
H12 -3.029 0.823 -0.771  0.32
H13 0.006 -0.446 2.588  0.35
H14 2.023 2.037 -1.330  0.33
H15 -0.559 -2.560 -1.761  0.30

Calculated values
LUMO (eV): 0.4
Energy above the lowest of the compared OMol25 structures with the same formula, charge and spin (kcal/mol): 42.2
HOMO level (eV): -7.798
HOMO-LUMO gap (eV): 8.18
SMILES: C=CNC.O.O.O.O

(5)
C3H15NO4 | the ωB97M-V functional and the def2-TZVPD basis

Last column: Mulliken charge in e.
Cartesian coordinates (Å):
O1 0.475 -0.650 -3.471  -0.65
O2 1.964 0.153 -0.667  -0.59
O3 -1.593 -2.563 -0.304  -0.65
O4 0.976 -2.842 0.263  -0.64
N1 -1.600 1.604 0.289  -0.43
C1 -0.576 3.082 1.971  -1.23
C2 -0.570 1.734 1.238  0.80
C3 0.388 0.869 1.511  -0.83
H1 1.095 -2.371 1.104  0.32
H2 -1.096 3.137 2.915  0.27
H3 -1.619 0.807 -0.320  0.15
H4 -0.606 -2.439 -0.257  0.36
H5 0.461 3.329 2.125  0.33
H6 1.172 -3.732 0.584  0.31
H7 -0.244 -1.189 -3.120  0.31
H8 -0.834 3.872 1.252  0.37
H9 2.603 0.002 0.033  0.28
H10 0.985 -0.406 -2.686  0.33
H11 -1.584 -3.289 -0.945  0.32
H12 1.021 1.087 2.370  0.25
H13 -2.477 2.074 0.209  0.17
H14 2.080 1.062 -0.970  0.31
H15 0.470 -0.069 1.007  0.14

Calculated values
LUMO (eV): 0.3
Energy above the lowest of the compared OMol25 structures with the same formula, charge and spin (kcal/mol): 38.5
HOMO level (eV): -7.959
HOMO-LUMO gap (eV): 8.24
SMILES: C=C(C)N.O.O.O.O

(6)
C3H16BClCuN6O3 | the ωB97M-V functional and the def2-TZVPD basis

Last column: Mulliken charge in e.
Cartesian coordinates (Å):
Cu1 -3.743 0.883 -2.073  0.34
Cl1 -1.921 0.903 -0.051  -0.69
O1 3.033 1.863 -1.577  -0.29
O2 -0.664 -1.766 4.246  -0.70
O3 2.147 0.363 1.914  -0.59
N1 0.982 1.125 -2.330  -0.15
N2 1.293 -0.900 0.218  -0.26
N3 2.908 -1.760 1.510  -0.51
N4 -1.551 -1.559 2.134  -0.25
N5 1.102 2.332 -0.463  -0.06
N6 -1.034 0.283 3.330  -0.24
C1 2.175 -0.640 1.207  0.81
C2 1.776 1.780 -1.468  0.59
C3 -1.026 -1.084 3.291  0.61
B1 -2.217 -0.042 -3.523  0.34
H1 -1.527 -2.558 2.017  0.22
H2 -1.540 -0.255 -4.420  -0.14
H3 0.209 1.923 -0.227  -0.06
H4 0.407 -0.433 0.119  0.07
H5 -3.114 0.501 -4.029  -0.19
H6 1.577 2.909 0.218  0.27
H7 2.557 -2.655 1.235  0.18
H8 -0.968 0.612 4.278  0.20
H9 3.578 -1.683 2.256  0.23
H10 -2.579 -0.976 -2.957  -0.24
H11 -1.749 0.738 -2.811  -0.29
H12 1.411 -1.665 -0.422  0.17
H13 -1.691 -0.945 1.345  -0.03
H14 -1.260 0.839 2.525  0.14
H15 -0.029 1.211 -2.402  0.29
H16 1.458 0.658 -3.089  0.21

Calculated values
LUMO (alpha / beta) (eV): -0.7 / -5.7
Expectation value of S²: 0.76
Spin multiplicity: 2
Energy above the lowest of the compared OMol25 structures with the same formula, charge and spin (kcal/mol): 4.4
HOMO level (alpha / beta) (eV): -9.171 / -9.169
HOMO-LUMO gap (alpha / beta) (eV): 8.52 / 3.46

(7)
C3H16N2O2 | the ωB97M-V functional and the def2-TZVPD basis

Last column: Mulliken charge in e.
Cartesian coordinates (Å):
O1 0.276 -3.909 1.726  -0.64
O2 -2.818 2.297 -2.395  -0.65
N1 -0.737 2.199 -0.806  -0.26
N2 2.055 -1.089 1.610  -0.22
C1 1.361 -0.801 0.296  -0.72
C2 0.255 0.234 0.460  -0.58
C3 -0.249 0.765 -0.895  -0.73
H1 0.179 -4.850 1.540  0.34
H2 1.047 -1.771 -0.077  0.35
H3 1.770 -1.991 1.986  0.31
H4 -1.044 0.132 -1.179  0.31
H5 2.090 -0.479 -0.444  0.43
H6 -1.708 2.209 -1.303  0.32
H7 -3.705 2.622 -2.203  0.34
H8 1.835 -0.343 2.267  0.37
H9 -0.613 -3.575 1.866  0.32
H10 0.498 0.803 -1.679  0.42
H11 -0.107 2.855 -1.264  0.36
H12 -0.836 2.533 0.153  0.39
H13 -0.582 -0.188 0.992  0.37
H14 -2.645 2.532 -3.314  0.33
H15 0.626 1.040 1.104  0.50
H16 3.052 -1.226 1.557  0.35

Calculated values
LUMO (eV): -6.2
Total charge: +2
Energy above the lowest of the compared OMol25 structures with the same formula, charge and spin (kcal/mol): 20.2
HOMO level (eV): -17.921
HOMO-LUMO gap (eV): 11.71

(8)
C3H16N2O3 | the ωB97M-V functional and the def2-TZVPD basis

Last column: Mulliken charge in e.
Cartesian coordinates (Å):
O1 4.475 -0.724 0.869  -0.66
O2 4.981 0.931 -1.334  -0.68
O3 -4.873 2.463 -0.494  -0.65
N1 0.481 -0.924 -0.177  -0.08
N2 -2.437 0.130 1.947  -0.60
C1 -1.591 0.184 0.744  0.00
C2 -0.158 -1.575 -1.308  -0.96
C3 -0.248 -0.436 0.910  -0.36
H1 0.295 -2.514 -1.649  0.30
H2 -0.132 -0.809 -2.145  0.25
H3 4.846 -0.283 0.061  0.38
H4 -2.023 -0.365 -0.148  0.01
H5 -5.342 1.757 -0.899  0.31
H6 -4.077 2.641 -1.131  0.33
H7 -1.527 1.261 0.457  0.25
H8 -0.251 -1.201 1.753  0.19
H9 0.567 0.304 1.368  0.16
H10 4.847 1.384 -0.541  0.34
H11 -1.213 -1.706 -1.112  0.32
H12 -3.231 0.812 1.987  0.25
H13 3.602 -0.887 0.798  0.28
H14 1.426 -1.082 -0.138  0.10
H15 4.334 1.392 -1.940  0.33
H16 -2.752 -0.755 2.121  0.18

Calculated values
LUMO (eV): 0.4
Energy above the lowest of the compared OMol25 structures with the same formula, charge and spin (kcal/mol): 62.3
HOMO level (eV): -8.066
HOMO-LUMO gap (eV): 8.50
SMILES: CNCCN.O.O.O